# 1
Entry from the Open Molecules 2025 dataset: a cluster of 20 separate species, C66H186N14O25 in total (ωB97M-V with the def2-TZVPD basis set).

Its strongest force on any atom is 2.792 eV Å⁻¹. Its molar mass is 1576.29 g mol⁻¹. As for the total energy: -143498.743 eV. Its charge is 0. The multiplicity is 1.

Each line ends with the Löwdin charge.
Element x y z (Å)
C 0.226 4.081 1.023  -0.1222
O 1.048 3.882 2.116  -0.1848
C 1.814 2.664 2.087  -0.2205
C 2.891 2.686 3.079  -0.2303
N 3.699 3.821 2.798  -0.0692
C 4.889 3.932 3.600  -0.1958
C 5.544 5.239 3.340  -0.2259
O 4.769 6.256 3.964  -0.2054
C 5.343 7.578 3.891  -0.0788
H 0.787 4.059 0.079  0.0848
H -0.304 5.033 1.058  0.0913
H -0.562 3.284 0.961  0.0845
H 2.291 2.549 1.113  0.1141
H 1.176 1.756 2.202  0.1116
H 3.450 1.770 2.874  0.1177
H 2.616 2.591 4.131  0.1201
H 3.172 4.694 2.795  0.1347
H 5.517 3.101 3.303  0.1079
H 4.712 3.787 4.675  0.1314
H 5.617 5.403 2.270  0.0965
H 6.557 5.280 3.764  0.1303
H 4.662 8.194 4.502  0.0884
H 5.222 7.949 2.814  0.0751
H 6.433 7.554 4.227  0.1078
C -9.271 1.314 7.229  -0.1183
O -8.567 2.153 6.319  -0.2025
C -9.286 2.232 5.077  -0.2303
C -8.571 3.145 4.123  -0.2023
N -9.068 3.029 2.736  -0.0244
C -8.531 1.825 2.116  -0.2230
C -8.771 1.842 0.635  -0.1964
O -8.103 2.995 0.092  -0.2303
C -8.145 3.009 -1.317  -0.0975
H -9.434 0.299 6.807  0.0837
H -10.218 1.802 7.567  0.0958
H -8.585 1.262 8.085  0.0892
H -10.331 2.564 5.217  0.1327
H -9.289 1.238 4.608  0.1010
H -7.477 3.009 4.194  0.1151
H -8.785 4.169 4.474  0.1254
H -8.708 3.802 2.225  0.0897
H -9.035 0.930 2.490  0.1211
H -7.465 1.596 2.273  0.1075
H -9.824 1.985 0.429  0.1236
H -8.386 0.927 0.157  0.1345
H -7.369 2.379 -1.768  0.0809
H -7.950 4.027 -1.627  0.0868
H -9.140 2.790 -1.697  0.0919
C 5.616 7.725 0.151  -0.1071
O 5.943 6.380 -0.085  -0.2241
C 7.327 6.219 -0.124  -0.2352
C 7.683 4.759 -0.438  -0.1930
N 7.230 3.791 0.566  -0.0413
C 7.801 2.480 0.312  -0.2079
C 7.373 1.577 1.384  -0.2538
O 7.943 0.304 1.176  -0.1933
C 7.612 -0.607 2.186  -0.1112
H 5.780 8.253 -0.800  0.0993
H 6.158 8.230 0.936  0.0765
H 4.552 7.729 0.323  0.0940
H 7.802 6.465 0.830  0.1242
H 7.728 6.918 -0.880  0.1297
H 8.768 4.633 -0.538  0.1192
H 7.257 4.561 -1.460  0.1311
H 6.244 3.882 0.617  0.0520
H 8.892 2.608 0.313  0.1325
H 7.529 2.075 -0.681  0.1257
H 6.305 1.474 1.421  0.1133
H 7.673 1.994 2.353  0.1285
H 7.999 -1.554 1.799  0.0928
H 6.515 -0.689 2.332  0.0811
H 8.107 -0.352 3.131  0.0904
C 0.383 1.274 -7.426  -0.1293
O 1.480 1.885 -6.858  -0.1733
C 2.395 1.014 -6.235  -0.2187
C 3.617 1.772 -5.789  -0.2146
N 4.403 0.929 -4.949  -0.0775
C 5.764 1.338 -4.844  -0.2148
C 6.581 0.331 -4.059  -0.2483
O 6.131 0.231 -2.748  -0.2287
C 7.056 -0.667 -2.036  -0.0351
H 0.735 0.503 -8.143  0.0966
H -0.258 1.966 -7.958  0.0887
H -0.272 0.683 -6.767  0.0661
H 2.788 0.176 -6.892  0.1312
H 1.849 0.521 -5.368  0.1345
H 3.396 2.686 -5.231  0.1288
H 4.233 2.003 -6.640  0.1178
H 3.927 0.931 -4.041  0.1076
H 5.919 2.372 -4.463  0.1321
H 6.238 1.317 -5.830  0.1230
H 7.605 0.735 -4.003  0.1273
H 6.584 -0.644 -4.574  0.1198
H 8.074 -0.304 -2.054  0.0913
H 6.971 -1.609 -2.572  0.0688
H 6.676 -0.843 -1.032  0.0821
C 5.214 -3.431 -0.440  -0.0606
O 5.497 -3.530 -1.868  -0.2019
C 4.530 -2.872 -2.648  -0.2627
C 4.893 -3.028 -4.126  -0.2029
N 4.015 -2.294 -4.997  -0.0421
C 3.908 -2.787 -6.371  -0.2105
C 5.014 -2.470 -7.293  -0.2659
O 6.227 -3.023 -6.851  -0.1859
C 7.295 -2.830 -7.766  -0.1066
H 6.126 -3.757 0.066  0.0889
H 4.373 -4.125 -0.209  0.0749
H 4.957 -2.388 -0.174  0.0786
H 4.447 -1.794 -2.319  0.1152
H 3.522 -3.280 -2.465  0.0954
H 4.846 -4.118 -4.276  0.1317
H 5.982 -2.756 -4.158  0.1087
H 4.144 -1.301 -4.954  0.0712
H 2.970 -2.376 -6.784  0.1125
H 3.933 -3.891 -6.298  0.1338
H 5.105 -1.370 -7.441  0.1260
H 4.700 -2.921 -8.281  0.1395
H 8.198 -3.234 -7.312  0.0851
H 7.437 -1.760 -7.982  0.0839
H 7.168 -3.314 -8.756  0.0909
O 3.884 1.601 -1.709  -0.0918
H 4.783 1.235 -1.842  0.0139
H 3.972 2.464 -1.226  0.0142
O -2.150 -6.330 -3.920  -0.1113
H -2.984 -5.854 -3.761  0.0022
H -1.542 -5.759 -3.398  -0.0222
O -5.502 2.085 0.225  -0.0658
H -6.354 2.480 0.432  0.0153
H -4.847 2.747 0.517  0.0146
O -3.592 3.802 1.260  -0.0821
H -3.427 4.396 0.512  -0.0130
H -2.866 3.915 1.897  0.0154
O -5.844 -0.466 1.247  -0.0881
H -6.048 -0.455 2.207  -0.0009
H -5.648 0.458 1.022  -0.0180
O 4.192 3.960 -0.064  -0.0639
H 4.624 4.804 -0.259  0.0317
H 4.067 3.936 0.897  0.0074
C -2.613 -3.245 4.456  -0.0426
C -3.436 -4.467 4.058  -0.4755
C -2.590 -5.675 3.790  -0.2478
O -1.724 -5.523 2.716  -0.2025
C -2.381 -5.387 1.468  -0.0883
N -4.473 -4.627 5.052  0.0285
H -3.212 -2.312 4.425  0.0781
H -1.711 -3.125 3.822  0.0784
H -2.285 -3.386 5.475  0.0756
H -3.973 -4.326 3.106  0.1265
H -3.224 -6.600 3.714  0.1351
H -1.915 -5.860 4.642  0.1338
H -1.596 -5.449 0.706  0.0806
H -2.907 -4.403 1.471  0.0766
H -3.181 -6.174 1.387  0.1113
H -4.082 -4.741 5.991  0.0810
H -5.004 -5.511 4.862  0.1007
C 1.673 -4.149 3.725  -0.0411
C 2.949 -3.652 3.049  -0.4306
C 3.650 -2.501 3.793  -0.1790
O 2.673 -1.446 3.984  -0.2176
C 3.140 -0.307 4.723  -0.0879
N 3.967 -4.728 2.874  0.0521
H 1.888 -4.494 4.739  0.0837
H 1.180 -4.916 3.148  0.0528
H 0.994 -3.275 3.758  0.0731
H 2.697 -3.208 2.100  0.0981
H 4.465 -2.203 3.152  0.0997
H 4.026 -2.911 4.780  0.1416
H 2.327 0.388 4.543  0.0541
H 4.088 0.029 4.298  0.0799
H 3.194 -0.471 5.814  0.0969
H 3.978 -5.245 3.751  0.0693
H 3.652 -5.289 2.056  0.0502
C -7.977 -2.644 5.929  -0.0543
C -7.452 -1.724 4.798  -0.4391
C -6.352 -0.808 5.192  -0.2220
O -5.962 -0.117 4.025  -0.2562
C -4.873 0.849 4.260  -0.0321
N -7.065 -2.652 3.750  0.0542
H -7.270 -3.483 6.132  0.0771
H -8.929 -3.115 5.643  0.0794
H -8.108 -2.095 6.862  0.0633
H -8.264 -1.079 4.454  0.1275
H -5.447 -1.283 5.625  0.1352
H -6.810 -0.146 5.924  0.1165
H -4.131 0.404 4.954  0.0857
H -5.362 1.759 4.676  0.0910
H -4.415 1.011 3.263  0.0890
H -6.411 -3.297 4.168  0.0328
H -6.687 -2.275 2.879  0.0608
C 1.550 -0.986 0.822  -0.0436
C 0.868 -1.140 -0.521  -0.3808
C -0.566 -0.502 -0.621  -0.1820
O -1.432 -1.166 0.293  -0.2115
C -2.709 -0.512 0.352  -0.0951
N 1.734 -0.712 -1.655  0.0762
H 2.513 -1.536 0.846  0.0764
H 0.953 -1.297 1.673  0.0718
H 1.762 0.042 1.014  0.0445
H 0.676 -2.196 -0.599  0.0986
H -0.940 -0.628 -1.654  0.1170
H -0.534 0.598 -0.392  0.1113
H -2.493 0.434 0.851  0.0746
H -3.365 -1.050 1.037  0.0735
H -3.102 -0.390 -0.670  0.0865
H 2.211 0.175 -1.405  0.0541
H 2.325 -1.437 -2.036  0.0315
C -3.643 -3.366 -1.256  -0.0550
C -4.899 -3.183 -2.085  -0.4180
C -5.402 -1.731 -2.100  -0.2114
O -4.488 -0.849 -2.722  -0.2073
C -5.008 0.471 -2.789  -0.1077
N -4.726 -3.763 -3.411  0.0561
H -2.730 -2.984 -1.742  0.0779
H -3.522 -4.442 -1.074  0.0762
H -3.724 -2.865 -0.305  0.0522
H -5.760 -3.660 -1.586  0.1453
H -5.626 -1.459 -1.075  0.1016
H -6.380 -1.797 -2.614  0.1280
H -4.284 1.167 -3.229  0.0567
H -5.323 0.846 -1.815  0.0598
H -5.922 0.503 -3.443  0.1063
H -4.195 -3.145 -4.003  0.0591
H -5.580 -4.101 -3.860  0.0847
C -3.763 4.339 -3.523  -0.0344
C -3.413 3.766 -2.092  -0.4102
C -2.212 2.867 -2.108  -0.2290
O -1.082 3.539 -2.605  -0.1892
C 0.138 2.755 -2.636  -0.0561
N -3.191 4.861 -1.193  0.0304
H -4.780 4.750 -3.515  0.0706
H -3.866 3.471 -4.190  0.0658
H -3.087 5.048 -3.992  0.0759
H -4.260 3.162 -1.760  0.1154
H -2.452 1.961 -2.694  0.1135
H -2.057 2.547 -1.044  0.1231
H 0.466 2.472 -1.611  0.0719
H 0.908 3.331 -3.182  0.0991
H -0.106 1.863 -3.196  0.0682
H -2.283 5.316 -1.308  0.1056
H -3.885 5.569 -1.395  0.0958
C 1.744 -6.108 -2.931  -0.0281
C 0.770 -5.634 -1.806  -0.4301
C 1.547 -5.020 -0.621  -0.2176
O 2.530 -5.779 0.029  -0.2197
C 2.010 -6.912 0.793  -0.0595
N -0.104 -4.728 -2.468  0.0362
H 2.563 -6.720 -2.531  0.0787
H 2.249 -5.254 -3.349  0.0524
H 1.228 -6.615 -3.749  0.0831
H 0.188 -6.489 -1.479  0.1284
H 0.819 -4.739 0.138  0.1098
H 1.994 -4.096 -1.041  0.1094
H 1.196 -6.646 1.459  0.0736
H 2.887 -7.281 1.341  0.0887
H 1.682 -7.711 0.090  0.0965
H -0.614 -4.199 -1.757  0.0737
H 0.351 -4.068 -3.133  0.0672
C -1.476 4.774 4.413  -0.0628
C -1.674 3.419 4.998  -0.4419
C -1.100 2.265 4.110  -0.1788
O -1.351 1.059 4.828  -0.1961
C -0.853 -0.028 4.067  -0.0865
N -1.123 3.417 6.347  0.0430
H -1.952 4.911 3.444  0.0597
H -0.407 4.967 4.252  0.0843
H -1.856 5.570 5.026  0.0784
H -2.746 3.201 5.168  0.1388
H 0.033 2.375 4.105  0.1222
H -1.488 2.271 3.077  0.1178
H -0.860 -0.910 4.669  0.0757
H 0.185 0.207 3.827  0.0609
H -1.370 -0.198 3.121  0.0861
H -0.166 3.740 6.189  0.0705
H -1.014 2.467 6.699  0.0713
C -0.280 -3.492 -6.192  -0.0296
C 0.004 -2.116 -5.581  -0.4535
C -1.241 -1.420 -5.098  -0.2559
O -1.989 -1.028 -6.193  -0.1927
C -3.119 -0.225 -5.743  -0.0588
N 0.917 -2.214 -4.480  0.0676
H 0.580 -3.887 -6.735  0.0662
H -1.096 -3.361 -6.900  0.0788
H -0.458 -4.217 -5.389  0.0664
H 0.353 -1.494 -6.405  0.1113
H -0.827 -0.534 -4.576  0.1136
H -1.876 -1.954 -4.368  0.1321
H -3.730 -0.787 -4.995  0.0772
H -3.710 -0.048 -6.630  0.0834
H -2.734 0.733 -5.343  0.0862
H 0.897 -1.403 -3.860  0.0423
H 1.863 -2.424 -4.742  0.0321


# 2
Entry from the Open Molecules 2025 dataset: a cluster of 11 separate species, C66H55F11 in total (ωB97M-V with the def2-TZVPD basis set).

Its strongest force on any atom is 4.450 eV Å⁻¹. Its molar mass is 1057.14 g mol⁻¹. Its charge is 0. The multiplicity is 1. As for the SMILES: Fc1ccccc1.Fc1ccccc1.Fc1ccccc1.Fc1ccccc1.Fc1ccccc1.Fc1ccccc1.Fc1ccccc1.Fc1ccccc1.Fc1ccccc1.Fc1ccccc1.Fc1ccccc1. The calculation puts the energy relative to the best compared isomer or geometry (same formula, charge and spin) at 80.6 kcal per mole.

Each line ends with the Löwdin charge.
Element x y z (Å)
F 26.621 -14.551 -4.216  0.0577
C 27.615 -13.795 -4.709  -0.3001
C 28.936 -14.099 -4.469  -0.0227
C 29.885 -13.106 -4.749  -0.0827
C 29.585 -11.903 -5.389  -0.0967
C 28.281 -11.648 -5.630  -0.0816
C 27.282 -12.606 -5.353  -0.0222
H 29.297 -15.074 -3.959  0.1478
H 30.924 -13.381 -4.478  0.1128
H 30.361 -11.248 -5.481  0.0756
H 27.897 -10.728 -6.058  0.1075
H 26.211 -12.413 -5.518  0.1158
F 23.600 -10.775 -6.424  0.0061
C 23.022 -9.974 -7.386  -0.3052
C 21.859 -10.416 -7.980  -0.0093
C 21.401 -9.607 -9.011  -0.0713
C 22.050 -8.368 -9.359  -0.0597
C 23.182 -7.914 -8.617  -0.0600
C 23.678 -8.814 -7.661  -0.0420
H 21.341 -11.385 -7.855  0.1169
H 20.633 -9.961 -9.676  0.0818
H 21.523 -7.765 -10.123  0.1046
H 23.548 -6.997 -8.925  0.0746
H 24.607 -8.494 -7.070  0.1459
F 16.424 -17.039 -10.838  0.0466
C 16.736 -17.856 -9.808  -0.3261
C 16.947 -19.209 -9.884  -0.0268
C 17.189 -19.914 -8.707  -0.0806
C 17.226 -19.242 -7.479  -0.0963
C 17.127 -17.861 -7.460  -0.0550
C 16.903 -17.144 -8.678  -0.0023
H 16.749 -19.676 -10.895  0.1414
H 17.210 -20.986 -8.839  0.1064
H 17.157 -19.686 -6.528  0.0923
H 17.061 -17.365 -6.506  0.0902
H 16.528 -16.120 -8.741  0.1145
F 16.541 -15.512 -4.578  0.0305
C 15.561 -14.681 -5.013  -0.3023
C 15.707 -13.335 -4.997  -0.0039
C 14.690 -12.526 -5.599  -0.0600
C 13.531 -13.164 -6.020  -0.1074
C 13.429 -14.555 -5.944  -0.0881
C 14.455 -15.361 -5.465  -0.0121
H 16.641 -12.908 -4.737  0.1026
H 14.760 -11.448 -5.710  0.1044
H 12.770 -12.547 -6.604  0.1257
H 12.557 -14.973 -6.433  0.1016
H 14.309 -16.426 -5.408  0.1175
F 16.863 -9.803 -7.425  0.0415
C 17.103 -10.978 -8.066  -0.2884
C 18.001 -11.819 -7.492  -0.0351
C 18.137 -13.095 -8.025  -0.0389
C 17.448 -13.410 -9.234  -0.0956
C 16.519 -12.548 -9.768  -0.0686
C 16.320 -11.299 -9.171  -0.0015
H 18.523 -11.501 -6.624  0.1086
H 18.967 -13.754 -7.651  0.1021
H 17.577 -14.349 -9.737  0.0712
H 15.917 -12.775 -10.661  0.1177
H 15.776 -10.515 -9.576  0.0936
F 20.553 -11.729 -11.214  0.0323
C 20.165 -13.043 -11.287  -0.2763
C 20.585 -13.903 -10.302  -0.0322
C 20.231 -15.236 -10.354  -0.0855
C 19.440 -15.674 -11.394  -0.0905
C 18.984 -14.767 -12.401  -0.0520
C 19.458 -13.448 -12.395  -0.0162
H 21.220 -13.499 -9.513  0.1170
H 20.495 -15.863 -9.533  0.0852
H 19.234 -16.721 -11.507  0.0905
H 18.296 -15.025 -13.221  0.1111
H 19.089 -12.651 -13.035  0.1218
F 17.791 -17.884 -2.420  0.0220
C 18.862 -17.589 -1.598  -0.2500
C 19.338 -18.517 -0.667  -0.0238
C 20.474 -18.278 0.114  -0.0796
C 21.102 -17.057 -0.031  -0.0937
C 20.712 -16.241 -1.100  -0.0824
C 19.566 -16.433 -1.873  -0.0130
H 18.685 -19.379 -0.565  0.1139
H 20.684 -18.969 0.931  0.1083
H 21.934 -16.812 0.557  0.0848
H 21.307 -15.298 -1.300  0.1250
H 19.312 -15.783 -2.666  0.0926
F 24.542 -20.447 -7.565  0.0805
C 23.338 -20.001 -7.920  -0.3073
C 23.166 -19.175 -9.012  -0.0239
C 21.878 -18.848 -9.412  -0.0876
C 20.752 -19.284 -8.712  -0.0974
C 20.958 -20.047 -7.608  -0.0734
C 22.254 -20.390 -7.189  -0.0042
H 24.033 -18.958 -9.646  0.1249
H 21.795 -18.186 -10.257  0.0995
H 19.844 -18.911 -9.063  0.0717
H 20.135 -20.241 -6.939  0.1030
H 22.306 -20.929 -6.276  0.1073
F 22.419 -19.917 -3.342  0.0736
C 23.314 -18.979 -3.062  -0.3040
C 24.360 -19.203 -2.214  -0.0304
C 25.191 -18.159 -1.907  -0.0558
C 25.008 -16.893 -2.540  -0.0943
C 24.009 -16.681 -3.441  -0.0773
C 23.126 -17.752 -3.674  0.0021
H 24.426 -20.106 -1.758  0.0867
H 25.923 -18.377 -1.134  0.1057
H 25.689 -16.112 -2.283  0.0841
H 23.809 -15.662 -3.720  0.1006
H 22.417 -17.670 -4.498  0.1017
F 23.686 -12.515 -12.136  0.0190
C 24.311 -12.853 -10.932  -0.2408
C 24.665 -14.152 -10.652  -0.0100
C 25.301 -14.425 -9.409  -0.0919
C 25.543 -13.415 -8.507  -0.0947
C 25.145 -12.124 -8.827  -0.0916
C 24.631 -11.827 -10.046  -0.0245
H 24.437 -15.033 -11.279  0.1234
H 25.711 -15.411 -9.313  0.0997
H 26.112 -13.639 -7.601  0.0929
H 25.364 -11.260 -8.157  0.1113
H 24.401 -10.854 -10.452  0.1230
F 20.719 -12.828 -5.085  0.0258
C 21.082 -14.032 -5.679  -0.2451
C 22.232 -14.123 -6.345  -0.0405
C 22.638 -15.339 -6.889  -0.0661
C 21.799 -16.413 -6.941  -0.1009
C 20.521 -16.290 -6.412  -0.0805
C 20.166 -15.126 -5.782  -0.0260
H 22.843 -13.247 -6.322  0.1031
H 23.668 -15.348 -7.320  0.1105
H 22.175 -17.416 -7.273  0.1004
H 19.835 -17.105 -6.379  0.0926
H 19.234 -15.057 -5.228  0.1033